Entry 1:
Molecular formula: Cl2HNS
Method: DFT, ωB97M-V/def2-TZVPD

Output
DFT total energy ... -37383.946 eV
Orbital gap ... 7.583 eV
Relative energy (zero: lowest compared OMol25 entry of this formula, charge and spin) ... 27.9 kcal/mol
HOMO level ... -9.4 eV
SMILES string ... S=NCl.Cl

Element x y z (Å)
S  -1.423  0.716  -0.897
N  -2.509  -0.247  -0.547
Cl  -3.826  0.239  0.540
Cl  1.317  -1.795  0.726
H  1.198  -0.932  -0.231

Forces on the atoms, in the same order (eV/Å):
S 1.45 1.72 -0.29
N -1.69 -1.93 0.43
Cl 0.25 0.23 -0.12
Cl -0.05 0.34 -0.33
H 0.05 -0.35 0.31

Entry 2:
Molecular formula: Cl2NO3P
Method: DFT, ωB97M-V/def2-TZVPD

Output
DFT total energy ... -41961.415 eV
Orbital gap (alpha / beta) ... 6.487 / 7.846 eV
Relative energy (zero: lowest compared OMol25 entry of this formula, charge and spin) ... 94.2 kcal/mol
HOMO level (alpha / beta) ... -10.2 / -11.1 eV

Element x y z (Å)
N  1.172  -0.615  -0.419
O  2.213  -0.135  -0.184
O  0.658  -1.605  -0.787
O  0.121  0.922  1.638
P  -0.380  0.620  0.335
Cl  -1.149  2.255  -0.411
Cl  -2.635  -1.442  -0.171

Forces on the atoms, in the same order (eV/Å):
N -2.43 0.99 0.23
O 1.06 -0.60 -0.33
O 1.38 -0.84 -0.43
O 0.76 0.01 2.26
P -1.54 -1.42 -0.91
Cl -0.46 0.78 -1.05
Cl 1.24 1.09 0.24

Entry 3:
Molecular formula: Cl2O3S2
Method: DFT, ωB97M-V/def2-TZVPD

Output
DFT total energy ... -52856.221 eV
Orbital gap ... 10.301 eV
Relative energy (zero: lowest compared OMol25 entry of this formula, charge and spin) ... 12.9 kcal/mol
HOMO level ... -10.9 eV

Element x y z (Å)
O  -0.218  -0.286  -0.835
O  -1.453  -0.111  1.480
O  1.548  -1.854  -0.284
S  1.436  -0.551  -0.749
S  -1.640  -0.009  0.042
Cl  1.822  0.860  0.832
Cl  -1.496  1.951  -0.486

Forces on the atoms, in the same order (eV/Å):
O 0.29 -0.63 -0.23
O -0.06 0.04 -1.62
O 0.87 -2.81 1.21
S -1.81 3.29 -0.14
S 1.30 -0.15 1.11
Cl -0.02 -0.63 -0.50
Cl -0.56 0.90 0.17

Entry 4:
Molecular formula: Cl2O8Pb
Method: DFT, ωB97M-V/def2-TZVPD

Output
DFT total energy ... -46657.865 eV
Orbital gap (alpha / beta) ... 5.800 / 8.609 eV
Relative energy (zero: lowest compared OMol25 entry of this formula, charge and spin) ... 6.4 kcal/mol
Net charge ... -1
Expectation value of S² ... 0.75
HOMO level (alpha / beta) ... -3.7 / -6.5 eV
2S+1 ... 2

Element x y z (Å)
Pb  -1.032  1.508  -0.651
Cl  2.088  1.162  0.996
O  1.732  1.937  -0.179
O  1.629  1.833  2.182
O  1.476  -0.030  0.741
O  3.405  1.069  1.229
Cl  -1.872  -1.579  -0.860
O  -2.948  -0.938  -1.439
O  -1.644  -0.980  0.488
O  -2.071  -2.972  -0.777
O  -0.763  -1.010  -1.731

Forces on the atoms, in the same order (eV/Å):
Pb 0.99 -0.61 0.19
Cl -3.96 4.36 1.63
O -0.16 1.89 -1.32
O -2.06 0.29 0.20
O -2.30 -5.29 0.08
O 7.66 -1.14 -0.79
Cl 3.57 2.97 1.30
O -4.70 1.33 -1.24
O -0.11 -1.02 -1.12
O 0.85 -0.81 -0.27
O 0.21 -1.98 1.34

Entry 5:
Molecular formula: Cl3FNO3Pt
Method: DFT, ωB97M-V/def2-TZVPD

Output
DFT total energy ... -51159.048 eV
Orbital gap (alpha / beta) ... 8.203 / 5.313 eV
Net charge ... -2
Expectation value of S² ... 3.77
HOMO level (alpha / beta) ... -2.5 / -2.4 eV
2S+1 ... 4

Element x y z (Å)
Pt  0.335  -0.368  -1.333
N  -0.733  0.088  1.859
O  -0.991  -0.386  0.691
O  -1.104  -0.591  2.732
O  -0.306  1.264  2.179
F  -0.670  2.048  -0.736
Cl  -0.431  -2.637  -1.791
Cl  1.094  0.790  -3.708
Cl  2.807  -0.208  0.108

Forces on the atoms, in the same order (eV/Å):
Pt 0.67 1.70 0.58
N 0.47 4.22 -0.85
O 1.43 0.68 -1.66
O -1.31 -3.48 4.14
O -0.07 -1.92 -2.29
F 0.42 -1.21 -0.60
Cl 0.25 1.01 0.25
Cl -0.40 -0.80 1.34
Cl -1.46 -0.21 -0.91

Entry 6:
Molecular formula: Cl3H3Si2
Method: DFT, ωB97M-V/def2-TZVPD

Output
DFT total energy ... -53372.189 eV
Orbital gap ... 8.099 eV
Relative energy (zero: lowest compared OMol25 entry of this formula, charge and spin) ... 56.5 kcal/mol
HOMO level ... -9.7 eV

Element x y z (Å)
Si  0.896  -0.929  0.182
Si  -0.245  1.192  -0.237
Cl  0.448  -1.711  2.010
Cl  -1.293  2.053  1.256
Cl  -2.616  -0.047  -1.495
H  2.383  -0.754  0.348
H  0.240  -2.009  -0.783
H  0.186  2.206  -1.281

Forces on the atoms, in the same order (eV/Å):
Si -0.62 -0.97 -0.57
Si -1.99 -1.16 -1.41
Cl -0.34 0.21 0.41
Cl 0.37 -0.03 -0.02
Cl 2.24 1.03 1.01
H -0.55 0.06 -0.70
H 1.08 1.46 0.66
H -0.19 -0.60 0.61

Entry 7:
Molecular formula: Cl3H7Si4
Method: DFT, ωB97M-V/def2-TZVPD

Output
DFT total energy ... -69190.826 eV
Orbital gap ... 8.318 eV
Relative energy (zero: lowest compared OMol25 entry of this formula, charge and spin) ... 64.3 kcal/mol
HOMO level ... -8.9 eV

Element x y z (Å)
Si  -0.920  0.558  1.812
Si  0.349  -1.105  0.928
Si  1.767  -0.608  -0.948
Si  -1.613  1.502  -1.389
Cl  -0.254  3.003  -2.089
Cl  -2.588  0.750  -2.937
Cl  0.270  -0.433  -2.095
H  -0.587  0.229  3.300
H  -0.275  1.755  1.716
H  -2.338  0.630  1.740
H  -0.266  -2.348  0.534
H  1.482  -1.825  1.690
H  1.815  -2.119  -1.157
H  3.158  0.011  -1.105

Forces on the atoms, in the same order (eV/Å):
Si 0.15 -2.06 2.74
Si 2.78 -0.48 -0.08
Si 2.92 -2.60 3.86
Si 1.25 0.98 1.72
Cl -0.44 -0.35 -0.10
Cl -1.02 -0.41 -1.77
Cl -3.64 1.34 -4.35
H -0.43 0.16 -0.79
H 1.12 2.44 -0.65
H -1.01 -0.11 -0.33
H -0.78 -0.34 -0.67
H -0.76 0.86 0.45
H 0.98 0.59 0.07
H -1.11 -0.01 -0.10

Entry 8:
Molecular formula: Cl3HgO20S2
Method: DFT, ωB97M-V/def2-TZVPD

Output
DFT total energy ... -104325.129 eV
Orbital gap ... 1.350 eV
Relative energy (zero: lowest compared OMol25 entry of this formula, charge and spin) ... 0.0 kcal/mol
Net charge ... -5
HOMO level ... 3.4 eV

Element x y z (Å)
Hg  1.146  21.022  5.853
S  5.735  21.732  9.022
O  5.853  20.795  10.195
O  5.406  23.096  9.534
O  6.960  21.558  8.289
O  4.662  21.096  8.147
S  -2.031  24.447  2.335
O  -2.959  23.736  1.451
O  -0.927  23.564  2.849
O  -1.439  25.677  1.721
O  -3.097  24.618  3.376
Cl  -1.295  25.440  10.389
O  -2.092  26.678  10.046
O  -0.145  26.163  10.903
O  -1.937  24.662  11.352
O  -1.106  24.782  9.192
Cl  -4.108  18.406  7.860
O  -4.369  18.639  9.193
O  -4.953  19.098  6.944
O  -2.800  19.084  7.787
O  -4.151  17.069  7.545
Cl  5.012  26.706  4.071
O  6.446  26.520  3.708
O  4.343  25.594  4.801
O  4.878  27.847  4.857
O  4.284  26.949  2.750

Forces on the atoms, in the same order (eV/Å):
Hg 0.01 -0.01 -0.02
S -2.13 -0.16 1.53
O -0.61 0.13 0.00
O 0.66 -2.01 -1.28
O 1.91 0.88 -1.20
O 0.52 0.92 1.15
S 3.39 0.53 0.77
O -0.49 -0.93 -2.05
O -2.00 1.16 -0.73
O -1.70 -1.66 0.99
O 0.60 0.94 0.66
Cl -0.70 8.83 -0.76
O -1.50 -1.66 0.33
O 1.73 -2.31 0.88
O -0.97 -1.93 2.13
O 1.24 -2.64 -2.21
Cl 4.41 6.55 -1.68
O -3.52 -0.44 4.86
O -1.77 0.35 -0.43
O 0.22 -1.85 -1.78
O 0.37 -5.00 -0.90
Cl -1.86 -2.61 -3.63
O -1.38 -0.54 0.92
O 2.06 1.22 -1.62
O 0.20 2.89 1.86
O 1.31 -0.65 2.20

Entry 9:
Molecular formula: Cl3ILi2
Method: DFT, ωB97M-V/def2-TZVPD

Output
DFT total energy ... -46086.213 eV
Orbital gap ... 4.818 eV
Net charge ... -2
HOMO level ... -0.9 eV

Element x y z (Å)
Li  1.494  1.667  1.043
Li  -0.325  -0.355  -0.137
Cl  -0.504  0.579  2.145
Cl  0.182  -2.776  -0.117
Cl  1.651  0.782  -1.098
I  -2.499  0.103  -1.836

Forces on the atoms, in the same order (eV/Å):
Li -0.94 -0.99 -0.46
Li -0.06 -0.66 -0.14
Cl 0.88 0.70 -0.16
Cl 0.06 0.12 0.11
Cl 0.30 0.65 0.76
I -0.23 0.19 -0.11

Entry 10:
Molecular formula: Cl3N3S3
Method: DFT, ωB97M-V/def2-TZVPD

Output
DFT total energy ... -74537.271 eV
Orbital gap (alpha / beta) ... 4.351 / 4.366 eV
Relative energy (zero: lowest compared OMol25 entry of this formula, charge and spin) ... 46.4 kcal/mol
HOMO level (alpha / beta) ... -8.3 / -8.3 eV

Element x y z (Å)
N  1.261  1.040  -0.770
N  0.603  -1.498  -0.848
N  0.881  -0.329  1.429
S  1.057  -0.228  -1.710
S  0.382  -1.668  0.760
S  1.015  1.091  0.811
Cl  -2.675  0.587  -1.616
Cl  -1.657  -1.227  0.983
Cl  -0.867  2.233  0.960

Forces on the atoms, in the same order (eV/Å):
N -0.04 -0.78 -2.14
N 0.71 0.02 -1.41
N 1.08 -0.20 0.96
S -1.87 -0.10 3.64
S -1.79 1.60 -1.16
S -0.62 1.52 0.89
Cl 0.79 -0.16 -0.08
Cl 0.57 -0.85 -0.38
Cl 1.17 -1.05 -0.32

Entry 11:
Molecular formula: Cl3OPS
Method: DFT, ωB97M-V/def2-TZVPD

Output
DFT total energy ... -59739.285 eV
Orbital gap ... 8.673 eV
Relative energy (zero: lowest compared OMol25 entry of this formula, charge and spin) ... 34.5 kcal/mol
HOMO level ... -9.8 eV
SMILES string ... ClSCl.O=PCl

Element x y z (Å)
Cl  -1.829  1.892  0.191
S  -3.535  0.779  0.341
Cl  -3.045  -0.954  -0.760
O  2.487  0.422  0.678
P  1.780  -0.409  -0.264
Cl  3.095  -1.151  -1.738

Forces on the atoms, in the same order (eV/Å):
Cl -0.51 -0.38 0.03
S 0.84 -0.84 -0.79
Cl -0.30 1.21 0.76
O 0.61 0.63 0.67
P -0.36 -0.84 -1.06
Cl -0.28 0.22 0.40

Entry 12:
Molecular formula: Cl3OPS
Method: DFT, ωB97M-V/def2-TZVPD

Output
DFT total energy ... -59738.994 eV
Orbital gap (alpha / beta) ... 9.931 / 8.655 eV
Relative energy (zero: lowest compared OMol25 entry of this formula, charge and spin) ... 6.1 kcal/mol
Expectation value of S² ... 2.01
HOMO level (alpha / beta) ... -9.5 / -9.8 eV
2S+1 ... 3

Element x y z (Å)
O  0.837  1.443  1.941
P  -0.533  -0.314  -1.294
S  1.906  2.134  2.580
Cl  -1.436  -0.534  0.537
Cl  1.143  -1.397  -1.285
Cl  -1.917  -1.332  -2.479

Forces on the atoms, in the same order (eV/Å):
O -2.78 -1.80 -1.70
P -1.24 1.52 -0.43
S 2.82 1.82 1.69
Cl 0.29 -0.43 -0.09
Cl 0.35 -0.95 0.21
Cl 0.56 -0.16 0.32